9
Properties=species:S:1:pos:R:3 method="wB97M-V/def2-TZVPD" e_homo_ev=-12.6 e_above_lowest_kcal_mol=36.39 total_energy_ha=-921.73879
C -1.771 0.806 -0.095
N -2.718 1.435 -0.154
N 1.797 0.203 0.005
O 1.235 -0.941 0.200
O 2.962 0.343 -0.037
O -0.835 -1.274 -1.170
O -0.986 -1.077 1.332
O 0.966 1.086 -0.131
S -0.650 -0.581 0.050